Here is a molecular structure, C19H31MoNOP2 at a distorted geometry from the Open Molecules 2025 dataset. Energies are from wB97M-V/def2-TZVPD.

Computed properties:
Spin multiplicity = 3
LUMO (spin up / spin down) = -7.951 / -9.742 eV
HOMO-LUMO gap (spin up / spin down) = 7.04 / 5.61 eV
Maximum force = 10.17 eV Å⁻¹
Total energy = -44153.362 eV
Charge = +2
E_HOMO (spin up / spin down) = -14.987 / -15.356 eV

Element x y z (Å)
Mo1 -0.0836 -0.6191 -1.5049
H1 -0.8364 -1.0987 -0.3804
H2 -0.8424 -0.2073 -0.3773
P1 -0.1830 -2.9337 -1.9196
P2 -0.1855 1.6986 -1.9039
C1 1.3273 2.6857 -1.5155
H3 1.2031 3.7506 -1.7812
H4 1.5478 2.5953 -0.4390
H5 2.1759 2.2598 -2.0757
C2 -0.4878 2.1219 -3.6738
H6 -1.4329 1.6505 -3.9875
H7 -0.5391 3.2147 -3.8247
H8 0.3277 1.6963 -4.2805
C3 -1.5121 2.6578 -1.0453
H9 -1.3520 2.5956 0.0441
H10 -1.5165 3.7180 -1.3559
H11 -2.4856 2.1977 -1.2823
C4 -0.3097 -3.3497 -3.7122
H12 -0.3841 -4.4402 -3.8697
H13 -1.1989 -2.8455 -4.1235
H14 0.5804 -2.9553 -4.2284
C5 1.2540 -3.9611 -1.3765
H15 1.3605 -3.8779 -0.2822
H16 1.1308 -5.0220 -1.6580
H17 2.1691 -3.5577 -1.8408
C6 -1.6167 -3.8575 -1.2073
H18 -2.5469 -3.3707 -1.5433
H19 -1.6159 -4.9170 -1.5201
H20 -1.5705 -3.8004 -0.1067
C7 1.6190 -0.6179 -0.6160
O1 2.6747 -0.6189 -0.1068
H21 0.6541 -0.6030 -2.9900
C8 3.2002 0.3328 3.7158
C9 3.4112 1.2272 2.6773
C10 2.4768 1.3564 1.6469
C11 1.2742 0.5718 1.6105
C12 1.1149 -0.3488 2.6928
C13 2.0545 -0.4550 3.7233
N1 0.1965 0.6681 0.5512
C14 -0.9609 0.9551 1.4893
C15 -2.1752 0.1950 1.5435
C16 -3.1858 0.4980 2.4600
C17 -3.0464 1.5612 3.3441
C18 -1.8910 2.3329 3.3222
C19 -0.8694 2.0408 2.4176
H22 3.9287 0.2513 4.5112
H23 4.3109 1.8324 2.6660
H24 2.7866 2.0714 0.9282
H25 0.2403 -0.9838 2.7431
H26 1.8928 -1.1491 4.5359
H27 -2.3889 -0.6613 0.9274
H28 -4.0839 -0.1063 2.4887
H29 -3.8359 1.7852 4.0495
H30 -1.7867 3.1648 4.0054
H31 0.0105 2.6726 2.4337